1.
Here is 9 unconnected molecules or ions with the total composition C48H114ClN12O8P2 from the OMol25 dataset. Energies are from ωB97M-V/def2-TZVPD.

XYZ file:
```
185
Properties=species:S:1:pos:R:3:forces:R:3:mulliken_charge:R:1
Cl -0.448 0.118 0.199 0.11 -0.14 0.14 -1.1504
C 3.686 -4.798 -1.779 -0.47 -2.17 -0.56 0.1745
O 4.058 -6.004 -1.864 -0.67 2.93 0.45 -0.6770
N 2.975 -4.251 -0.782 -0.68 0.26 1.17 0.1993
C 2.385 -2.868 -0.833 0.56 -0.97 -1.49 -0.8371
C 2.413 -4.991 0.330 -0.29 0.19 0.23 -0.7483
H 3.732 -4.072 -2.606 0.70 -0.15 -0.14 0.2787
H 1.473 -2.964 -1.423 0.09 0.47 -0.34 0.3363
H 3.152 -2.256 -1.307 -0.48 0.32 -0.18 0.2959
H 2.050 -2.386 0.085 0.56 -0.62 0.49 0.1590
H 2.656 -4.345 1.173 -0.05 -0.77 0.58 0.2567
H 1.326 -5.016 0.258 -0.28 0.33 -0.19 0.2598
H 2.656 -6.048 0.431 0.87 0.35 -0.13 0.3512
C -3.926 1.567 -1.604 0.89 2.68 -0.21 0.6418
O -3.937 2.815 -1.405 -0.70 -4.58 -0.60 -0.6562
N -4.870 0.814 -2.213 -3.67 0.88 0.30 0.1781
C -6.311 1.237 -2.186 1.26 0.14 0.60 -1.0997
C -4.776 -0.551 -2.631 1.40 -0.25 -0.27 -0.6775
H -3.081 0.882 -1.437 0.65 0.57 0.45 0.1225
H -6.825 0.572 -1.492 -0.18 -0.38 -0.22 0.3320
H -6.755 1.184 -3.180 -0.03 0.12 0.05 0.3247
H -6.418 2.214 -1.714 0.31 0.20 -0.52 0.3111
H -5.521 -1.235 -2.223 -0.13 0.27 0.35 0.3847
H -4.862 -0.579 -3.718 -0.12 -0.17 -0.24 0.3751
H -3.789 -0.942 -2.384 0.01 -0.09 0.14 -0.2103
C -1.905 3.394 1.425 -0.94 -0.86 0.66 0.2308
O -2.861 3.752 0.772 0.86 0.36 0.72 -0.5420
N -2.021 2.920 2.718 -0.26 1.24 2.04 0.2235
C -1.071 2.077 3.403 0.33 -1.60 -1.37 0.3657
C -3.272 2.930 3.472 -0.29 0.09 -0.20 -0.9091
H -0.864 3.330 1.072 0.03 0.08 -0.10 0.2075
H -1.385 1.085 3.076 0.53 -0.68 0.13 -0.1956
H -1.118 2.004 4.490 -0.18 0.97 0.04 0.3908
H -0.037 2.178 3.073 -0.13 0.32 -0.06 -0.7068
H -3.161 2.956 4.556 0.99 0.38 0.13 0.3837
H -3.891 3.802 3.261 -0.15 -0.40 -0.61 0.3178
H -3.778 1.967 3.397 -0.58 0.00 -0.76 0.1381
O -2.755 5.151 -1.661 2.33 0.90 -2.15 -0.9385
P -1.489 5.445 -2.434 -0.89 0.87 0.38 0.1527
N -0.612 4.126 -2.935 0.33 -0.60 -0.73 0.7272
C 0.169 4.132 -4.199 0.62 0.69 0.96 -0.3634
C -0.662 2.864 -2.175 -0.90 -0.63 -0.96 0.8219
N -0.347 6.339 -1.599 -0.27 2.80 -1.08 0.3988
C -0.576 7.820 -1.455 0.57 -1.30 0.36 -1.1451
C 0.483 5.703 -0.608 -0.03 -0.55 -0.53 -0.7441
N -1.679 6.451 -3.847 0.42 -0.70 1.29 0.4666
C -0.704 7.312 -4.507 0.22 -1.09 1.34 -1.2423
C -2.935 6.310 -4.512 -0.39 -0.03 0.72 -1.1335
H -0.348 4.309 -5.142 -0.68 -0.41 0.14 0.4170
H 0.831 3.271 -4.292 -0.64 -0.34 0.25 -0.4942
H 0.918 4.924 -4.202 0.03 0.52 0.33 0.3168
H 0.228 2.251 -2.321 0.43 0.57 0.49 -0.7050
H -1.432 2.223 -2.605 -0.36 -0.08 -0.03 0.3996
H -0.961 2.959 -1.131 0.39 0.32 -0.13 -0.7091
H -1.311 8.222 -2.153 -0.12 -0.37 0.22 0.3763
H -0.848 8.046 -0.423 -0.25 0.15 0.04 0.3274
H 0.367 8.323 -1.666 0.17 0.11 0.04 0.3386
H -0.170 5.411 0.215 0.49 -0.58 0.30 0.2560
H 0.969 4.911 -1.177 -0.27 -0.79 0.77 -0.0588
H 1.348 6.243 -0.223 -0.32 0.84 -0.14 0.3996
H -0.976 8.364 -4.423 -0.23 0.16 -0.34 0.3491
H 0.217 7.190 -3.938 0.24 0.13 -0.26 0.3349
H -0.530 6.997 -5.536 -0.05 0.17 -0.19 0.3720
H -2.889 5.547 -5.289 -0.22 0.21 -0.54 0.2261
H -3.249 7.301 -4.838 -0.23 -0.12 -0.54 0.3830
H -3.646 5.976 -3.756 -0.26 -0.10 -0.16 0.2829
O 1.820 -2.380 -4.554 -0.73 1.31 -0.86 -0.7990
P 1.136 -1.402 -5.460 -1.63 0.65 0.26 0.1122
N -0.531 -1.165 -5.082 0.32 -0.95 -0.29 0.4519
C -1.504 -0.624 -5.999 0.23 -0.15 -1.00 -1.1532
C -1.011 -1.323 -3.698 0.15 0.05 -1.25 -0.1634
N 1.178 -1.734 -7.152 0.10 0.43 0.73 0.3819
C 0.459 -2.897 -7.682 0.51 -0.23 0.31 -0.9791
C 2.280 -1.253 -7.993 -0.12 0.65 0.58 -1.1590
N 1.612 0.215 -5.251 1.69 -1.24 0.69 0.5093
C 1.986 0.592 -3.867 -0.13 0.28 -1.03 -1.2055
C 1.239 1.276 -6.102 -0.04 0.27 -1.86 -1.3215
H -2.328 -0.036 -5.594 0.56 0.47 0.80 0.2910
H -2.090 -1.397 -6.496 0.16 -0.45 -0.51 0.3789
H -0.983 -0.018 -6.740 -0.37 -0.04 -0.25 0.3412
H -0.976 -2.393 -3.491 0.01 0.24 0.90 0.1528
H -2.038 -0.962 -3.752 -0.02 -0.30 0.47 -0.1461
H -0.463 -0.642 -3.046 -0.08 -0.64 0.54 0.1246
H 0.549 -2.990 -8.764 -0.35 0.86 -0.18 0.3968
H 0.951 -3.829 -7.404 -0.17 -0.22 0.70 0.3219
H -0.584 -2.879 -7.365 0.10 -0.17 -0.10 0.2449
H 2.743 -2.007 -8.630 -0.17 -0.29 0.23 0.4418
H 1.924 -0.444 -8.631 -0.06 0.00 -0.33 0.3315
H 3.060 -0.803 -7.378 0.08 -0.14 0.08 0.3569
H 1.130 0.512 -3.196 0.34 -0.56 0.37 0.0929
H 2.897 0.053 -3.606 -0.38 -0.03 0.57 0.3062
H 2.184 1.663 -3.860 0.40 0.00 -0.20 0.4306
H 1.004 0.853 -7.079 -0.39 0.06 -0.05 0.4950
H 2.073 1.930 -6.357 0.42 0.24 0.38 0.3625
H 0.422 1.936 -5.811 -0.30 -0.34 0.37 0.4214
C -1.509 -3.561 1.414 0.81 0.47 0.18 -0.4141
C -2.932 -3.814 1.088 -2.57 -1.25 0.38 1.9447
C -3.487 -4.933 2.020 -0.03 -0.09 1.68 -1.5005
C -3.954 -4.526 3.474 0.30 0.23 -2.26 -0.0040
C -4.858 -3.304 3.396 0.09 -0.49 -0.72 -1.5092
C -4.346 -2.165 2.474 1.81 -0.06 1.42 2.2084
N -3.815 -2.625 1.180 -2.43 -3.20 1.48 -0.3214
O -3.499 -1.620 0.328 0.77 0.60 -0.15 0.5704
C -5.466 -1.167 2.252 0.51 0.13 -0.09 -2.0412
C -3.218 -1.536 3.325 0.66 1.08 -0.60 -1.1133
C -3.181 -4.402 -0.296 0.50 0.69 -1.31 -2.1003
H -0.832 -4.339 1.063 -0.08 0.04 -0.43 0.2771
H -1.364 -3.561 2.494 0.01 0.42 0.09 -0.1944
H -1.261 -2.594 0.977 0.84 -0.01 0.14 -0.0193
H -4.244 -5.519 1.499 -0.15 0.13 0.13 0.4203
H -2.649 -5.588 2.258 0.13 -0.39 -0.62 0.3989
H -3.024 -4.336 4.011 -0.13 0.31 0.35 -0.2997
H -4.455 -5.348 3.984 0.01 -0.11 -0.14 0.5125
H -4.911 -2.987 4.437 -0.57 0.76 -0.16 0.4018
H -5.844 -3.535 2.993 -0.22 -0.55 0.35 0.4230
H -6.022 -1.419 1.348 -0.35 -0.25 0.29 0.3671
H -6.034 -1.206 3.181 -0.50 0.39 -0.29 0.5060
H -5.080 -0.164 2.076 0.04 0.05 0.16 0.2901
H -2.556 -0.987 2.656 0.25 0.20 -0.08 -0.0912
H -3.540 -0.779 4.040 -0.39 -0.12 0.16 0.6946
H -2.576 -2.241 3.854 -0.24 -0.20 -0.04 -0.3182
H -4.239 -4.570 -0.496 -0.04 -0.15 0.42 0.5090
H -2.614 -5.307 -0.512 0.03 -0.15 0.32 0.3889
H -2.899 -3.691 -1.073 0.28 0.19 -0.03 0.1851
H -2.623 -1.423 0.669 0.92 1.60 -0.80 -0.2042
C 1.245 -2.079 3.827 0.56 -0.07 -0.30 -1.5880
C 1.289 -2.456 5.354 -1.20 -0.81 -1.20 2.1095
C 0.006 -3.308 5.672 -0.36 -0.33 -0.65 -0.7322
C 0.016 -4.791 5.270 2.84 0.05 0.24 -0.4135
C 1.337 -5.471 5.823 -1.92 0.70 0.54 -1.7612
C 2.625 -4.728 5.458 0.72 -0.82 -0.29 1.9323
N 2.453 -3.288 5.701 -1.39 -0.93 1.43 0.4181
O 3.666 -2.638 5.620 0.81 0.89 -0.63 -0.5015
C 3.661 -5.319 6.426 0.72 1.57 0.93 -2.0712
C 3.139 -5.092 4.030 -0.89 -0.60 -0.80 -1.7301
C 1.154 -1.157 6.182 0.21 0.10 0.32 -1.9969
H 0.587 -1.259 3.540 -0.34 -0.01 0.40 0.5199
H 1.008 -2.907 3.159 -0.47 -0.38 0.34 -0.0999
H 2.205 -1.786 3.404 0.45 0.24 0.59 0.3382
H -0.339 -3.227 6.702 0.51 0.08 0.32 0.5603
H -0.836 -2.924 5.096 0.08 0.66 -0.09 -0.3727
H 0.198 -4.880 4.199 -0.91 0.06 -0.35 -0.0881
H -0.911 -5.245 5.622 0.18 -0.31 -0.28 0.6197
H 1.394 -6.530 5.573 0.13 0.07 -0.41 0.5532
H 1.255 -5.467 6.910 0.09 0.14 0.24 0.4653
H 3.469 -4.958 7.437 -0.79 -0.57 0.36 0.5179
H 3.751 -6.404 6.377 -0.11 0.14 -0.07 0.3543
H 4.633 -4.832 6.348 0.27 -0.37 -0.94 0.4471
H 2.663 -5.993 3.645 -1.37 0.17 -0.06 0.4373
H 2.953 -4.281 3.326 0.28 -0.16 -0.01 0.1193
H 4.098 -5.579 3.854 1.00 1.23 0.86 0.3472
H 1.836 -0.360 5.886 0.11 -0.07 -0.22 0.3848
H 1.231 -1.255 7.265 0.49 -0.63 0.13 0.4421
H 0.146 -0.747 6.119 -0.11 -0.10 -0.68 0.3796
H 3.609 -2.009 6.343 0.35 0.11 0.20 0.3845
C 3.798 2.996 -1.589 -0.14 0.20 0.44 -1.2898
C 3.978 2.327 -0.259 -0.78 -1.18 2.22 1.6260
C 5.479 2.463 0.174 -1.58 0.10 1.97 -1.3457
C 5.661 2.134 1.702 -0.95 -0.93 -1.33 -0.6882
C 4.662 2.958 2.566 0.99 0.20 -1.37 -1.3909
C 3.153 2.820 2.210 1.82 -0.83 0.00 1.9426
N 3.034 2.859 0.781 2.07 2.62 -1.14 -0.5392
O 1.717 2.793 0.371 -0.07 -0.38 0.18 1.8827
C 2.792 1.409 2.806 -1.22 0.01 1.09 -1.8696
C 2.443 4.083 2.808 -0.79 -1.69 0.72 -1.8360
C 3.550 0.852 -0.448 1.93 -0.76 0.00 -1.6412
H 4.595 2.560 -2.190 -0.28 0.19 -0.58 0.5097
H 3.938 4.072 -1.481 -0.07 0.06 -0.20 0.4752
H 2.794 2.747 -1.933 0.15 0.27 -0.43 -0.3717
H 6.035 1.815 -0.504 0.39 0.21 0.21 0.4384
H 5.812 3.500 0.194 -0.11 0.21 -1.10 0.3040
H 6.709 2.313 1.942 -0.09 0.15 0.38 0.4401
H 5.490 1.061 1.782 0.01 -0.14 0.48 0.2791
H 4.940 3.984 2.325 -0.02 0.39 0.41 0.4143
H 4.859 2.752 3.618 -0.26 0.15 0.04 0.5043
H 3.369 0.521 2.549 0.69 0.59 -0.64 0.3166
H 2.882 1.422 3.892 0.04 0.35 0.28 0.6084
H 1.783 1.022 2.667 -0.42 0.48 -0.41 0.0854
H 2.660 4.073 3.876 0.24 0.36 0.15 0.4443
H 2.664 5.049 2.354 0.55 -0.39 -0.18 0.3256
H 1.358 3.982 2.778 -0.10 -0.11 -0.29 0.1742
H 3.822 0.178 0.365 -0.34 0.42 0.77 0.3137
H 4.259 0.428 -1.159 -0.50 -0.11 -1.02 0.6683
H 2.499 0.681 -0.681 0.14 0.16 -0.32 0.0744
H 1.530 1.898 0.665 -1.59 -0.71 -0.42 -0.4586
```
Positions in Å, forces in eV/Å.

For the strongest force on any atom, the calculation gives 4.676 eV/Å. As for the net charge: -1.

---

2.
Here is 2 unconnected molecules or ions with the total composition C4H14N3 from the OMol25 dataset. Energies are from ωB97M-V/def2-TZVPD.

XYZ file:
```
21
Properties=species:S:1:pos:R:3:forces:R:3:mulliken_charge:R:1
C -1.849 0.408 -2.363 -4.20 2.49 -0.50 -0.8480
C -0.793 -0.974 -0.679 0.44 -0.64 -0.47 0.5928
N -1.468 -0.864 -1.840 1.33 -0.29 0.45 -0.1073
N -0.768 0.058 0.183 0.01 -0.66 2.54 -0.4414
N -0.063 -2.093 -0.356 -1.45 0.43 0.53 -0.4046
H -1.389 -1.613 -2.490 0.18 -0.61 -0.35 0.2374
H -0.454 0.956 -0.125 -0.29 0.40 -0.36 0.2776
H -0.585 -0.059 1.265 -0.24 -0.30 -3.39 0.1539
H -0.241 -3.021 -0.770 -0.04 0.89 0.27 0.2547
H 0.149 -2.091 0.649 0.23 -0.40 -0.76 0.2722
H -2.900 0.463 -2.995 2.64 -1.02 1.52 0.2801
H -1.171 0.995 -3.006 0.35 -0.70 0.61 0.3193
H -2.172 0.985 -1.456 0.55 -0.03 -0.99 0.3017
C 2.160 0.939 1.076 -0.59 -1.05 0.48 -0.8073
C 1.275 0.779 2.309 -0.80 1.54 2.55 -0.6923
H 3.138 1.186 1.470 0.27 0.28 -0.42 0.3580
H 2.250 -0.052 0.546 -0.10 0.96 0.46 0.2043
H 1.778 1.664 0.399 0.10 0.78 -0.69 0.3184
H 1.837 0.028 2.879 -1.19 -0.35 0.28 0.2638
H 1.102 1.642 3.113 1.36 -1.06 -2.01 0.2925
H 0.162 0.662 2.190 1.43 -0.65 0.26 0.1742
```
Positions in Å, forces in eV/Å.

The calculation puts the energy above the lowest of the compared OMol25 structures with the same formula, charge and spin at 190.04 kJ/mol. For the strongest force on any atom, the calculation gives 4.906 eV/Å. As for the net charge: +1.

---

Number 1: HOMO energy -5.6 eV. Number 2: HOMO energy -14.7 eV.